Here is C4Cl2LaMnO4 as an isolated structure in a non-equilibrium geometry from the Open Molecules 2025 dataset. Energies are from the ωB97M-V functional and the def2-TZVPD basis.

```
12
Properties=species:S:1:pos:R:3:forces:R:3:mulliken_charge:R:1
La 0.28849 1.05536 -1.00649 2.022 0.239 -2.863 2.06
Mn 0.22889 -1.42712 0.71263 2.463 1.461 -1.621 0.21
Cl 2.27329 0.44079 0.67058 -1.416 -1.554 0.489 -0.14
Cl -0.46859 -1.56863 -1.49445 0.018 -0.070 1.592 -0.11
O -2.15784 -3.10573 1.34999 5.359 4.218 0.320 0.16
O -2.71142 2.37445 -2.60898 4.735 -1.776 2.925 0.11
O 0.65574 4.45949 0.16971 -1.189 -5.507 -1.974 0.12
O 2.79268 -2.76643 1.64091 -7.122 1.365 -0.781 0.13
C -1.77425 2.01371 -2.03224 -6.991 2.870 -3.982 0.10
C 1.67119 -2.46869 1.47664 9.326 -2.778 2.169 0.60
C -1.23399 -2.39343 1.33048 -8.549 -6.664 0.793 0.64
C 0.43581 3.38625 -0.20879 1.345 8.196 2.935 0.12
```
Forces are in eV/Å.

Properties
Energy: -69507.432 eV
Molar mass: 376.79 g mol⁻¹
HOMO level (alpha / beta): -28.37 / -28.61 eV
2S+1: 5
Lowest unoccupied orbital energy (alpha / beta): -22.000 / -20.665 eV
Net charge: +4
ΔE to the lowest compared entry with this formula, charge and spin: 0.0 kJ/mol
<S²>: 6.1886